# C3H6O3P

The ion C3H6O3P with charge -1 in a non-equilibrium geometry (ωB97M-V with the def2-TZVPD basis set, the OMol25 dataset).

```
! wB97M-V def2-TZVPD RIJCOSX def2/J DEFGRID3
* xyz -1 1
C -1.540 1.539 -0.041
C -0.861 0.174 0.063
O -1.437 -0.884 0.207
P 0.975 0.245 0.021
C 1.422 -1.539 -0.083
O 1.341 0.865 1.340
O 1.409 0.948 -1.217
H -2.226 1.560 0.773
H -2.056 1.630 -0.950
H -0.709 2.322 -0.045
H 2.062 -1.721 -0.880
H 1.917 -1.841 0.789
H 0.547 -2.300 -0.161
*
```

Summary:
- ΔE to the lowest compared entry with this formula, charge and spin (kJ/mol) = 25.9
- frontier orbital gap (eV) = 8.42
- max |F| (eV/Å) = 3.047
- structure (SMILES) = CC(=O)[P@](C)(=O)[O-]



# C10H20BaN2O2P2

A structure of composition C10H20BaN2O2P2 in a non-equilibrium geometry (ωB97M-V with the def2-TZVPD basis set, the OMol25 dataset).

```
! wB97M-V def2-TZVPD RIJCOSX def2/J DEFGRID3
* xyz 1 2
Ba -0.242 0.131 1.778
P -2.775 -1.720 2.136
P -0.330 3.256 1.438
N 0.419 -1.989 0.235
N 1.717 0.577 0.066
H 2.387 -2.757 -0.397
H 3.488 -0.593 -0.420
H 2.346 -1.968 1.200
C 1.894 -1.935 0.183
H 2.191 -0.699 -1.627
C 2.385 -0.610 -0.529
H 0.086 -3.953 0.906
H 2.864 2.295 -0.395
C -0.294 -2.913 0.889
C 1.935 1.880 0.064
C -1.622 -2.852 1.475
C 1.176 3.015 0.609
H -1.878 -3.919 1.717
H 1.789 3.922 0.407
H -1.682 3.260 0.863
H -0.404 3.021 2.869
H -3.534 -0.868 1.202
H -2.647 -1.109 3.477
H 0.281 0.981 -1.893
C -0.752 0.632 -2.040
C -1.693 1.818 -2.062
C -0.821 -0.281 -3.243
O -1.132 -0.088 -0.807
H -1.511 2.420 -2.963
H -2.742 1.487 -2.076
H -1.530 2.456 -1.183
H -0.093 -1.110 -3.157
H -1.841 -0.685 -3.387
H -0.555 0.284 -4.144
H -0.623 -0.976 -0.759
O 2.129 -0.223 5.300
C 1.614 -0.189 4.266
*
```

Summary:
- ΔE to the lowest compared entry with this formula, charge and spin (kJ/mol) = 321.4
- frontier orbital gap (spin up / spin down) (eV) = 6.49 / 3.76
- max |F| (eV/Å) = 4.644



# C21H40BeCsF6NO8

A structure of composition C21H40BeCsF6NO8 in a non-equilibrium geometry (ωB97M-V with the def2-TZVPD basis set, the OMol25 dataset).

```
! wB97M-V def2-TZVPD RIJCOSX def2/J DEFGRID3
* xyz 0 1
C -3.681 -3.205 -1.604
C -2.613 -3.940 -0.750
C -1.997 -3.107 0.418
C -1.860 -1.567 0.169
C -0.589 -1.176 -0.647
C -0.596 -1.702 -2.103
C 0.413 -1.016 -3.061
C 1.841 -0.795 -2.475
C 2.188 0.719 -2.270
N 1.635 1.157 -0.974
C 1.199 2.466 -0.943
O 1.225 3.075 0.104
O 0.684 3.095 -2.042
C -0.448 2.417 -2.617
C -1.753 3.220 -2.418
C -2.877 2.590 -3.305
O -2.578 1.230 -3.658
H -4.443 -3.945 -1.895
H -3.227 -2.859 -2.539
H -4.204 -2.413 -1.057
H -3.130 -4.791 -0.277
H -1.808 -4.355 -1.366
H -1.003 -3.495 0.722
H -2.652 -3.243 1.305
H -1.692 -1.084 1.185
H -2.751 -1.083 -0.249
H -0.623 -0.077 -0.703
H 0.304 -1.461 -0.075
H -1.603 -1.488 -2.500
H -0.477 -2.795 -2.061
H 0.003 -0.085 -3.470
H 0.522 -1.696 -3.924
H 2.557 -1.155 -3.234
H 2.023 -1.375 -1.560
H 3.289 0.793 -2.267
H 1.817 1.296 -3.121
H 2.247 0.943 -0.194
H -0.580 1.469 -2.089
H -0.247 2.256 -3.683
H -2.084 3.155 -1.368
H -1.619 4.285 -2.650
H -2.953 3.184 -4.227
H -3.842 2.555 -2.780
H -2.451 1.173 -4.609
Be -1.018 -2.968 2.662
C 4.250 -1.161 1.285
C 5.179 -2.120 0.589
O 5.284 -3.364 1.321
C 4.304 -4.229 1.113
O 3.370 -4.054 0.380
C 4.526 -5.529 1.900
F 4.890 -5.306 3.166
F 5.483 -6.279 1.335
F 3.414 -6.273 1.942
H 4.560 -1.005 2.318
H 4.243 -0.193 0.766
H 3.226 -1.555 1.314
H 6.180 -1.695 0.554
H 4.870 -2.307 -0.439
F 6.999 -3.967 2.945
C -0.784 4.760 1.825
C -0.981 5.038 3.296
O -2.364 5.382 3.584
C -3.205 4.393 3.648
O -2.946 3.208 3.508
O -4.431 4.904 3.877
C -5.478 3.945 3.882
H -1.148 5.597 1.227
H 0.267 4.596 1.601
H -1.338 3.875 1.511
H -0.387 5.900 3.590
H -0.661 4.199 3.914
H -5.261 3.127 4.574
H -5.636 3.559 2.868
H -6.388 4.443 4.210
F 8.589 -4.578 2.218
F 5.510 1.089 0.439
Cs -4.685 1.402 3.938
*
```

Summary:
- frontier orbital gap (eV) = 2.32
- max |F| (eV/Å) = 6.933



# C5H15N2

A cluster of 2 separate species, C5H15N2 in total (ωB97M-V with the def2-TZVPD basis set, the OMol25 dataset).

```
! wB97M-V def2-TZVPD RIJCOSX def2/J DEFGRID3
* xyz 1 1
C 0.033 -2.419 1.367
C 2.438 -2.736 0.817
C 0.030 2.000 -0.741
C 1.270 -1.961 1.318
C -0.811 0.832 -1.293
N -2.079 0.925 -0.541
N -0.931 3.088 -0.540
H -0.200 -3.423 1.053
H -0.787 -1.842 1.764
H -0.311 -0.125 -1.153
H 2.944 -2.195 0.017
H 3.160 -2.874 1.621
H 2.133 -3.712 0.451
H 0.855 2.243 -1.412
H 0.445 1.718 0.231
H 1.498 -0.956 1.659
H -1.011 0.974 -2.356
H -2.905 0.648 -1.067
H -2.045 0.400 0.334
H -1.986 2.061 -0.354
H -1.070 3.636 -1.384
H -0.671 3.719 0.209
*
```

Summary:
- ΔE to the lowest compared entry with this formula, charge and spin (kJ/mol) = 118.4
- frontier orbital gap (eV) = 9.49
- max |F| (eV/Å) = 0.746



# C31H38N2P2Ti

A structure of composition C31H38N2P2Ti in a non-equilibrium geometry (ωB97M-V with the def2-TZVPD basis set, the OMol25 dataset).

```
! wB97M-V def2-TZVPD RIJCOSX def2/J DEFGRID3
* xyz 2 1
C 0.314 2.531 -4.158
C -0.939 2.098 -3.724
C -1.053 1.005 -2.850
C 0.110 0.369 -2.392
C 1.366 0.781 -2.858
C 1.471 1.884 -3.716
C -2.430 0.568 -2.443
C -2.604 -0.906 -2.008
N -2.660 -1.809 -3.117
Ti -0.031 -0.952 -0.729
C 2.605 0.024 -2.471
P 2.079 -1.579 -1.691
H -1.851 2.597 -4.061
H 2.464 2.212 -4.033
H 0.388 3.375 -4.847
H 3.239 0.570 -1.753
H 3.228 -0.215 -3.351
H -2.808 1.192 -1.610
H -3.122 0.758 -3.284
H -1.863 -1.278 -1.218
C 3.452 -2.106 -0.662
C 2.074 -2.662 -3.142
H -3.596 -0.983 -1.516
C -1.734 -1.761 -4.211
C -3.283 -3.081 -2.867
H 0.261 -2.825 -0.730
H -2.114 -2.456 -4.979
H -1.652 -0.751 -4.638
H -0.712 -2.090 -3.940
H -3.552 -3.534 -3.833
H -2.617 -3.781 -2.330
H -4.185 -2.933 -2.255
H 3.104 -2.765 -3.487
H 1.678 -3.641 -2.862
H 1.456 -2.269 -3.954
H 4.381 -2.003 -1.234
H 3.507 -1.502 0.251
H 3.299 -3.155 -0.374
H -0.567 -2.744 -0.514
N 0.281 0.015 0.704
P 0.081 0.730 2.152
C 1.408 1.905 2.439
C 2.162 2.389 1.354
C 3.427 2.941 1.597
C 3.905 3.080 2.906
C 3.061 2.795 3.984
C 1.801 2.227 3.757
C -1.561 1.452 2.231
C -2.663 0.587 2.081
C -3.918 1.117 1.784
C -4.088 2.504 1.659
C -3.014 3.364 1.928
C -1.749 2.847 2.223
C 0.248 -0.551 3.405
C 1.325 -1.442 3.299
C 1.441 -2.498 4.197
C 0.529 -2.624 5.249
C -0.474 -1.670 5.420
C -0.610 -0.619 4.513
H 1.766 2.313 0.338
H 4.053 3.255 0.759
H 4.928 3.422 3.087
H 3.386 2.998 5.006
H 1.130 2.017 4.590
H -2.515 -0.496 2.162
H -4.769 0.446 1.628
H -5.050 2.908 1.333
H -3.165 4.443 1.878
H -0.904 3.509 2.432
H 2.076 -1.295 2.519
H 2.250 -3.222 4.081
H 0.621 -3.456 5.946
H -1.155 -1.738 6.266
H -1.347 0.163 4.682
*
```

Summary:
- frontier orbital gap (spin up / spin down) (eV) = 6.43 / 6.43
- max |F| (eV/Å) = 4.113



# C3H7NO2

A cluster of 2 separate species, C3H7NO2 in total (ωB97M-V with the def2-TZVPD basis set, the OMol25 dataset).

```
! wB97M-V def2-TZVPD RIJCOSX def2/J DEFGRID3
* xyz 0 1
C -0.693 -1.671 -0.375
C -1.728 -0.913 0.401
O -1.740 0.295 0.531
H -0.736 -2.737 -0.155
H 0.309 -1.265 -0.183
H -0.885 -1.528 -1.446
H -2.536 -1.507 0.875
N 0.736 1.873 0.198
C 1.898 1.249 -0.078
O 2.032 0.053 -0.272
H -0.135 1.344 0.255
H 0.717 2.866 0.367
H 2.761 1.941 -0.118
*
```

Summary:
- ΔE to the lowest compared entry with this formula, charge and spin (kJ/mol) = 89.6
- frontier orbital gap (eV) = 10.79
- max |F| (eV/Å) = 0.495
- structure (SMILES) = CC=O.NC=O